Below is 2 unconnected molecules or ions with the total composition C25H28BN2O2 at a distorted geometry, with properties calculated with ωB97M-V with the def2-TZVPD basis set.

```
58
Properties=species:S:1:pos:R:3
C -3.0958 -8.2618 4.2572
O -3.3553 -7.1747 5.1705
C -2.3301 -6.3665 5.5483
C -2.6451 -5.3230 6.4644
C -1.6483 -4.5456 6.9782
C -0.2698 -4.8354 6.7580
C 0.7282 -4.1699 7.5170
C 2.1333 -4.2279 7.2148
C 2.9104 -3.0310 7.2809
C 4.2633 -3.0226 6.9987
C 4.9011 -4.2204 6.6366
O 6.2954 -4.2305 6.5493
C 6.9137 -4.1112 5.3029
C 7.8191 -3.0541 5.1760
C 8.2848 -2.7324 3.9051
C 7.9300 -3.5138 2.8030
C 7.1086 -4.6311 2.9758
C 6.5804 -4.9463 4.2330
C 4.1686 -5.4032 6.4999
C 2.8122 -5.4101 6.7989
C -0.0013 -5.7430 5.6894
C -0.9812 -6.5296 5.1341
H -4.0746 -8.7147 4.1072
H -2.6967 -7.8934 3.3046
H -2.4045 -8.9951 4.6878
H -3.6957 -5.1766 6.7238
H -1.9096 -3.6686 7.5662
H 0.3969 -3.3945 8.2111
H 2.4076 -2.0930 7.5125
H 4.8520 -2.1097 7.0460
H 8.0819 -2.4883 6.0716
H 8.9258 -1.8615 3.7954
H 8.3017 -3.2524 1.8105
H 6.8563 -5.2681 2.1324
H 5.9241 -5.8045 4.3972
H 4.6743 -6.3067 6.1591
H 2.2662 -6.3436 6.6983
H 0.9964 -5.8199 5.2786
H -0.7344 -7.2794 4.3727
H -0.1241 -4.0640 10.1560
B -0.3694 -3.9677 11.4738
H 0.2136 -4.9074 12.0213
H 0.1271 -2.9089 11.8566
C -1.8497 -3.9875 12.0708
N -2.3746 -4.0328 13.3335
C -1.6525 -4.0557 14.5895
C -3.7556 -4.0450 13.2859
C -4.1054 -3.9982 11.9706
N -2.9351 -3.9555 11.2519
C -2.8589 -3.8912 9.8162
H -2.3823 -4.1424 15.4026
H -0.9675 -4.9098 14.6459
H -1.0769 -3.1347 14.7476
H -4.3753 -4.0866 14.1604
H -5.0798 -3.9916 11.5128
H -3.8640 -3.8435 9.3893
H -2.2888 -3.0081 9.5073
H -2.3446 -4.7708 9.4174
```

net charge = +1
ΔE to the lowest compared entry with this formula, charge and spin = 11.6 kcal/mol
LUMO = -0.1912 Ha
gap between HOMO and LUMO = 5.74 eV

Below is a molecular structure, C25H28CsN5S2Se2, with properties calculated with ωB97M-V with the def2-TZVPD basis set.

```
63
Properties=species:S:1:pos:R:3
Cs 0.6806 0.6578 0.9206
Se 2.1742 2.5962 4.5802
Se 3.2652 3.4918 2.7000
C 4.3044 1.9518 2.1492
C 5.6814 2.0174 2.3219
C 6.4491 0.9537 1.8699
C 5.8180 -0.1307 1.2861
C 4.4349 -0.1039 1.1712
N 3.6946 0.9217 1.5833
C 0.3418 3.0755 4.1803
C -0.2873 3.9632 5.0439
C -1.6273 4.2495 4.8233
C -2.2737 3.6644 3.7489
C -1.5507 2.8050 2.9324
N -0.2728 2.5067 3.1555
H 6.1331 2.8729 2.8031
H 7.5252 0.9716 1.9849
H 6.3756 -0.9849 0.9285
H 3.8945 -0.9383 0.7335
H 0.2595 4.4195 5.8565
H -2.1521 4.9310 5.4803
H -3.3146 3.8645 3.5369
H -2.0128 2.3260 2.0726
C 2.5609 1.6530 -2.0296
C 1.2567 1.4697 -2.7696
C 1.1873 1.8024 -4.1430
C 0.0019 1.6392 -4.7903
C -1.1265 1.1526 -4.0939
C -2.3691 0.9849 -4.7507
C -3.4314 0.5185 -4.0339
C -3.2947 0.2099 -2.6694
C -2.1114 0.3505 -1.9664
S -2.0393 -0.0962 -0.2770
C -0.9782 0.8421 -2.7199
N 0.2291 1.0095 -2.0993
H 3.3433 2.0164 -2.6947
H 2.9054 0.7132 -1.5933
H 2.4585 2.3758 -1.2162
H 2.0653 2.1757 -4.6534
H -0.0973 1.8811 -5.8425
H -2.4493 1.2321 -5.8021
H -4.3959 0.3829 -4.5086
H -4.1568 -0.1544 -2.1241
C -2.1169 -3.2313 -2.3958
C -1.3235 -4.1180 -1.4500
N -0.3220 -3.3755 -0.6967
C -0.2111 -3.1610 0.6152
S 1.2630 -2.5887 1.2529
N -1.2299 -3.4327 1.4610
C -2.6648 -3.2462 1.2191
C -3.4724 -4.4945 1.5233
H -2.8367 -3.8291 -2.9578
H -1.4550 -2.7422 -3.1135
H -2.6363 -2.4391 -1.8574
H -0.7983 -4.8960 -2.0110
H -1.9677 -4.6384 -0.7474
H 0.4681 -3.0258 -1.2143
H -0.9383 -3.2828 2.4140
H -2.8089 -2.8813 0.2074
H -2.9975 -2.4174 1.8478
H -3.1860 -5.3302 0.8831
H -4.5359 -4.2995 1.3772
H -3.3290 -4.8116 2.5577
```

ΔE to the lowest compared entry with this formula, charge and spin = 0.0 kcal/mol
LUMO = -0.0186 Ha
gap between HOMO and LUMO = 5.69 eV

Below is a molecular structure, C25H28F5MnO3 at a distorted geometry, with properties calculated with ωB97M-V with the def2-TZVPD basis set.

```
62
Properties=species:S:1:pos:R:3
O 0.3105 0.0537 -0.7256
C -0.5518 1.2033 -0.4664
C 0.0132 1.9814 -1.6457
H -0.3309 1.6449 0.5102
H -1.6030 0.9110 -0.5561
C 0.9416 0.7661 -1.8318
H 0.5092 2.9064 -1.3655
H -0.6937 2.1245 -2.4627
C 2.3902 1.0357 -1.4998
H 2.4745 1.4871 -0.5036
H 2.8314 1.7165 -2.2417
H 2.9599 0.0986 -1.5180
C 0.7869 0.0293 -3.1381
H -0.2679 -0.0548 -3.4224
H 1.2228 -0.9752 -3.0731
H 1.3190 0.5726 -3.9323
Mn -0.0883 -2.5863 0.0933
C -1.2225 -3.9769 -0.9883
C -2.1549 -3.4090 -0.0515
C -2.3782 -2.0486 -0.4192
H -2.7434 -3.9854 0.6590
C -1.6453 -1.7698 -1.6079
C -0.8640 -2.9240 -1.9234
H -0.2593 -3.0534 -2.8229
H -0.9644 -5.0266 -1.0481
H -3.0854 -1.3743 0.0649
H -1.7874 -0.9002 -2.2455
C 1.3157 -4.1482 0.6652
C 1.4964 -3.8387 -0.7245
C 1.9363 -2.4823 -0.8304
H 1.4454 -4.5491 -1.5429
C 1.9893 -1.9362 0.4963
C 1.6504 -2.9831 1.4176
H 1.7701 -2.9402 2.4987
H 1.1117 -5.1364 1.0781
H 2.3051 -2.0114 -1.7395
H 2.3651 -0.9555 0.7798
O 0.2955 5.1356 -0.8041
C 0.8374 5.6717 -2.0337
C 0.8034 7.2130 -2.0013
H 0.2207 5.2992 -2.8741
H 1.8577 5.2722 -2.1698
C -0.1889 7.5307 -0.8598
H 0.4850 7.6256 -2.9613
H 1.7977 7.6000 -1.7433
C -0.1485 6.2575 0.0067
H -1.1952 7.6673 -1.2805
H 0.0945 8.4230 -0.2972
H -1.1241 6.0079 0.4525
H 0.5759 6.4079 0.8290
F -1.9387 -4.3968 6.7584
C -1.6865 -3.8529 5.5568
C -1.5444 -4.6787 4.4384
F -1.6821 -6.0149 4.5700
C -1.2558 -4.1243 3.2128
F -1.1109 -4.9590 2.1410
C -1.0948 -2.7279 3.0366
O -0.7648 -2.1699 1.9141
C -1.2889 -1.9225 4.1884
F -1.1693 -0.5863 4.0551
C -1.5656 -2.4691 5.4246
F -1.7135 -1.6747 6.5046
```

spin multiplicity = 5
LUMO (alpha / beta) = -0.0361 / 0.0168 Ha
gap between HOMO and LUMO (alpha / beta) = 6.15 / 7.80 eV

Below is a molecular structure, C25H28F5N3O3P2S2Zn, with properties calculated with ωB97M-V with the def2-TZVPD basis set.

```
69
Properties=species:S:1:pos:R:3
Zn 0.2642 0.4736 -0.0758
F -0.5032 -0.4886 6.6991
C -0.4420 0.0999 5.5016
C -0.2702 -0.6509 4.3570
F -0.1643 -1.9822 4.4402
C -0.2112 -0.0229 3.1278
F -0.0328 -0.8388 2.0614
C -0.3152 1.3527 2.9566
S -0.2383 2.2060 1.4214
C -0.4869 2.0710 4.1398
F -0.6009 3.4022 4.0947
C -0.5499 1.4729 5.3841
F -0.7166 2.2167 6.4804
C 0.8698 2.4229 -3.2369
P 0.0691 0.9617 -2.5201
C -1.6050 1.0165 -3.2500
C 0.8293 -0.4265 -3.4483
C 0.2688 -1.7917 -3.0300
P 0.5244 -2.1386 -1.2414
C -0.3715 -3.7362 -1.1008
C 2.2517 -2.7224 -1.2130
H 0.9172 2.3351 -4.3237
H 1.8697 2.5217 -2.8173
H 0.2989 3.3126 -2.9698
H -1.5302 1.0510 -4.3387
H -2.1350 1.9053 -2.9075
H -2.1896 0.1448 -2.9568
H 1.9064 -0.3746 -3.2621
H 0.6599 -0.2507 -4.5140
H 0.7264 -2.5905 -3.6205
H -0.8089 -1.8358 -3.2157
H 0.0185 -4.4602 -1.8197
H -1.4389 -3.6040 -1.2820
H -0.2409 -4.1400 -0.0956
H 2.3771 -3.5847 -1.8723
H 2.5120 -3.0027 -0.1921
H 2.9198 -1.9149 -1.5126
N -6.7823 -2.0795 0.4338
C -8.1519 -1.9033 0.3920
C -9.2187 -2.7800 0.5741
C -10.4836 -2.2434 0.4492
C -10.6819 -0.8824 0.1520
C -9.6176 -0.0253 -0.0273
C -8.3302 -0.5503 0.0955
N -7.1004 0.0789 -0.0363
C -6.2202 -0.8569 0.1731
C -4.7642 -0.6351 0.1291
C -4.2813 0.6337 -0.1672
C -2.9163 0.8354 -0.2045
N -2.0240 -0.1362 0.0042
C -2.4900 -1.3454 0.3099
C -3.8406 -1.6397 0.3861
H -6.2976 -2.9343 0.6362
H -9.0705 -3.8264 0.8058
H -11.3455 -2.8838 0.5825
H -11.6923 -0.5062 0.0649
H -9.7618 1.0228 -0.2528
H -4.9727 1.4443 -0.3476
H -2.5056 1.8203 -0.3888
H -1.7489 -2.1027 0.5253
H -4.1388 -2.6449 0.6538
C 4.5380 1.0916 0.6057
S 3.1348 0.8762 -0.4254
O 2.5175 2.1739 -0.6225
O 3.5821 0.2277 -1.6480
O 2.2295 -0.0283 0.3657
H 5.2794 1.6414 0.0302
H 4.9202 0.1108 0.8799
H 4.2372 1.6507 1.4884
```

ΔE to the lowest compared entry with this formula, charge and spin = 0.0 kcal/mol
LUMO = -0.0197 Ha
gap between HOMO and LUMO = 7.02 eV